1.
Here is C3H4N2O3 as an isolated structure from the OMol25 dataset. Energies are from the ωB97M-V functional and the def2-TZVPD basis.

Geometry as XYZ:
```
12
Properties=species:S:1:pos:R:3:nbo_charge:R:1
C -0.68 -0.04 0.18 0.218
C 1.23 0.70 -0.52 0.773
C 0.33 -0.76 0.54 0.347
H -2.38 0.10 -0.70 0.382
H -2.13 0.83 0.87 0.384
H 2.90 1.04 -1.29 0.506
H -0.86 -2.09 0.93 0.490
N -2.06 -0.08 0.30 -0.815
N 1.52 -0.42 0.03 -0.534
O -0.12 1.01 -0.60 -0.450
O 2.10 1.56 -1.09 -0.652
O 0.15 -1.85 1.34 -0.651
```

Output
E	-451.89376	Ha
energy above the lowest of the compared OMol25 structures with the same formula, charge and spin	54.0	kcal per mole
maximum force	4.8	eV/Å
Kohn-Sham gap	8.95	eV
LUMO energy	0.477	eV

2.
Here is C34H34FeNO3P2Te as an isolated structure from the OMol25 dataset. Energies are from the ωB97M-V functional and the def2-TZVPD basis.

Geometry as XYZ:
```
76
Properties=species:S:1:pos:R:3:mulliken_spin:R:1
Fe -0.01 0.01 -0.02 2.774
C 2.00 2.01 0.61 -0.049
O 0.70 1.84 -0.03 0.020
C -0.21 2.90 0.30 0.012
C -1.51 2.47 -0.36 -0.004
O -1.62 1.08 -0.03 -0.028
C -2.77 0.48 -0.70 -0.001
H 2.47 2.96 0.29 0.000
H 2.65 1.19 0.30 0.031
H 1.88 1.99 1.74 -0.021
H 0.14 3.86 -0.09 -0.005
H -0.33 2.95 1.39 0.002
H -1.45 2.58 -1.44 -0.002
H -2.37 3.04 0.03 -0.006
H -3.69 0.98 -0.39 0.002
H -2.83 -0.57 -0.42 0.003
H -2.65 0.54 -1.78 -0.018
Te 1.35 -4.51 -1.07 0.031
C 1.83 -5.74 0.59 0.023
C 1.06 -6.87 0.87 0.011
C 1.39 -7.65 1.98 -0.002
N 2.43 -7.33 2.76 0.005
C 3.19 -6.25 2.50 0.001
C 2.91 -5.43 1.41 -0.004
C 0.92 -2.89 0.30 0.044
P 1.98 -1.33 -0.01 0.238
C 1.85 -0.68 1.74 0.078
C 2.06 -1.50 2.86 0.087
C 1.95 -0.99 4.15 -0.034
C 1.62 0.36 4.34 0.087
C 1.40 1.19 3.24 0.007
C 1.52 0.68 1.95 -0.156
C 3.75 -1.98 -0.04 0.048
C 4.66 -1.83 1.01 0.024
C 5.96 -2.33 0.91 -0.009
C 6.38 -2.96 -0.26 0.039
C 5.50 -3.09 -1.32 -0.016
C 4.20 -2.60 -1.22 0.049
P -0.84 -2.26 -0.01 0.218
C -1.85 -3.83 -0.01 0.020
C -1.72 -4.85 0.94 0.034
C -2.50 -6.00 0.86 -0.022
C -3.43 -6.14 -0.17 0.029
C -3.56 -5.13 -1.13 -0.005
C -2.78 -3.99 -1.04 0.018
C -1.32 -1.52 1.65 -0.048
C -1.98 -0.28 1.65 0.004
C -2.38 0.31 2.85 0.054
C -2.12 -0.32 4.06 0.057
C -1.46 -1.55 4.07 -0.049
C -1.06 -2.15 2.88 0.084
H 0.22 -7.13 0.25 0.003
H 0.80 -8.53 2.22 0.000
H 4.03 -6.01 3.15 0.001
H 3.52 -4.56 1.21 -0.005
H 2.31 -2.55 2.73 0.036
H 2.12 -1.63 5.01 -0.001
H 1.53 0.75 5.35 0.020
H 1.15 2.23 3.40 -0.006
H 1.33 1.32 1.10 -0.027
H 4.40 -1.33 1.93 0.004
H 6.66 -2.21 1.74 -0.002
H 7.39 -3.35 -0.34 0.005
H 5.82 -3.57 -2.24 -0.001
H 3.54 -2.70 -2.07 0.018
H -1.00 -4.78 1.74 0.016
H -2.39 -6.78 1.60 -0.001
H -4.03 -7.04 -0.24 0.005
H -4.27 -5.25 -1.94 0.001
H -2.89 -3.21 -1.79 -0.006
H -2.19 0.23 0.72 -0.042
H -2.89 1.27 2.84 -0.002
H -2.42 0.13 4.99 0.012
H -1.25 -2.04 5.01 -0.005
H -0.54 -3.09 2.93 0.049
O 0.52 -1.62 -0.01 0.271
```

Output
E	-3809.91301	Ha
⟨S²⟩	6.036
energy above the lowest of the compared OMol25 structures with the same formula, charge and spin	570.2	kcal per mole
charge	-1
multiplicity	5
maximum force	13.9	eV/Å
Kohn-Sham gap (spin up / spin down)	2.80 / 5.32	eV
LUMO energy (spin up / spin down)	2.073 / 2.071	eV

3.
Here is C12H35BMnN2O4 as an isolated structure from the OMol25 dataset. Energies are from the ωB97M-V functional and the def2-TZVPD basis.

Geometry as XYZ:
```
55
Properties=species:S:1:pos:R:3:mulliken_spin:R:1
Mn -0.82 -0.06 -0.82 5.244
C -3.84 3.15 0.01 0.020
C -3.86 1.68 -0.15 0.052
O -2.63 1.15 -0.66 -0.072
H -4.71 3.53 0.54 -0.006
H -3.90 3.66 -0.95 0.001
H -2.98 3.57 0.54 0.018
H -4.74 1.38 -0.73 0.000
H -4.18 1.22 0.78 0.010
B -0.86 -0.97 -2.80 0.201
H -1.74 -0.34 -2.81 0.036
H -0.70 -1.48 -3.74 -0.006
H 0.00 -0.36 -2.60 0.020
H -0.94 -1.64 -1.97 0.021
C 5.07 -1.42 1.05 2.805
O 3.83 -1.01 0.49 -2.055
C 3.47 -1.75 -0.64 0.937
C 2.03 -1.23 -1.15 -0.577
N 1.06 -1.23 -0.02 -0.667
C 0.57 -2.64 0.04 0.053
C -0.80 -2.70 0.76 1.044
O -1.70 -1.75 0.25 -0.630
C -3.03 -2.23 0.30 0.256
H 5.86 -1.02 0.41 -0.301
H 5.23 -2.50 1.08 -0.236
H 5.31 -0.96 2.01 -0.172
H 3.42 -2.82 -0.46 0.110
H 4.21 -1.70 -1.43 0.251
H 1.55 -1.84 -1.91 -0.002
H 2.08 -0.19 -1.46 -0.079
H 1.43 -1.13 0.92 0.250
H 1.30 -3.25 0.58 -0.433
H 0.47 -3.13 -0.93 0.123
H -0.58 -2.54 1.81 -0.127
H -1.16 -3.73 0.70 0.170
H -3.12 -3.31 0.14 0.007
H -3.66 -1.77 -0.46 -0.030
H -3.47 -2.05 1.28 -0.018
C 1.73 3.37 -0.24 0.584
C 1.12 2.02 0.06 -1.594
C 0.25 1.99 1.27 0.613
O -0.33 0.64 1.40 -0.407
C -1.15 0.58 2.55 0.597
N 0.39 1.69 -1.11 0.144
H 0.99 4.15 -0.44 0.014
H 2.39 3.21 -1.10 0.057
H 2.39 3.61 0.59 -0.142
H 1.86 1.24 0.23 0.089
H -0.59 2.67 1.14 0.121
H 0.80 2.21 2.18 -0.139
H -1.55 -0.41 2.76 0.048
H -2.04 1.20 2.36 -0.012
H -0.76 0.97 3.49 -0.141
H -0.12 2.53 -1.33 -0.036
H 1.11 1.70 -1.81 -0.019
```

Output
E	-2064.32997	Ha
⟨S²⟩	12.004
charge	-1
multiplicity	7
maximum force	4.3	eV/Å
Kohn-Sham gap (spin up / spin down)	2.07 / 7.78	eV
LUMO energy (spin up / spin down)	2.804 / 2.845	eV

4.
Here is a 2-piece molecular cluster, C4H11ISi overall from the OMol25 dataset. Energies are from the ωB97M-V functional and the def2-TZVPD basis.

Geometry as XYZ:
```
17
Properties=species:S:1:pos:R:3:nbo_charge:R:1
C -0.50 -0.30 -1.83 -0.639
C 0.90 -1.57 -0.07 -0.623
C -0.38 0.41 2.53 -1.118
C 0.39 -0.21 -0.60 -0.544
Si -0.72 0.88 0.75 0.989
I 0.02 4.27 -2.76 -0.123
H -0.06 -1.04 -2.60 0.203
H -1.37 -0.83 -1.47 0.205
H -0.75 0.65 -2.38 0.233
H 0.16 -2.19 0.38 0.209
H 1.81 -1.44 0.55 0.217
H 1.45 -2.06 -0.97 0.210
H -0.61 1.15 3.23 0.247
H -0.93 -0.52 2.84 0.251
H 0.62 0.32 2.73 0.240
H 1.29 0.39 -0.68 0.220
H -1.32 2.07 0.33 -0.178
```

Output
E	-746.05727	Ha
energy above the lowest of the compared OMol25 structures with the same formula, charge and spin	101.6	kcal per mole
maximum force	3.8	eV/Å
Kohn-Sham gap (spin up / spin down)	9.43 / 3.35	eV
LUMO energy (spin up / spin down)	-0.353 / -3.185	eV

5.
Here is one molecule with the formula C14H22N4S from the OMol25 dataset. Energies are from the ωB97M-V functional and the def2-TZVPD basis.

Geometry as XYZ:
```
41
Properties=species:S:1:pos:R:3:nbo_charge:R:1
N 1.21 -0.76 1.92 -0.501
N -0.30 -0.89 0.11 -0.565
S 1.99 -2.30 -0.02 0.354
C 0.88 -1.15 0.73 0.244
C 2.40 -1.36 2.30 0.129
C 2.99 -2.26 1.42 -0.227
C -0.90 0.20 0.42 0.335
N -2.18 0.51 -0.04 -0.412
N -2.70 1.77 -2.57 -0.464
C -3.63 3.16 -4.28 -0.604
C 2.93 -1.16 3.70 -0.431
C 4.18 -3.11 1.76 -0.432
C -2.41 2.37 -3.89 -0.216
C -2.61 1.91 -0.04 -0.221
C -2.79 -0.26 -1.14 -0.233
C -2.22 2.59 -1.37 -0.230
C -2.39 0.32 -2.47 -0.227
C 4.29 -1.85 3.95 -0.392
C 4.42 -3.20 3.26 -0.385
H -0.39 0.89 1.10 0.191
H -3.78 3.99 -3.57 0.204
H -3.57 3.60 -5.29 0.204
H -4.48 2.47 -4.33 0.212
H 2.19 -1.48 4.47 0.215
H 3.01 -0.06 3.84 0.221
H 5.09 -2.75 1.26 0.209
H 3.98 -4.10 1.37 0.217
H -2.15 1.58 -4.59 0.197
H -1.52 3.04 -3.76 0.175
H -3.68 2.01 0.09 0.206
H -2.20 2.46 0.85 0.216
H -2.47 -1.33 -1.08 0.242
H -3.86 -0.24 -1.06 0.205
H -2.61 3.61 -1.41 0.207
H -1.13 2.62 -1.41 0.167
H -2.91 -0.21 -3.27 0.203
H -1.32 0.14 -2.65 0.173
H 4.45 -2.01 5.02 0.212
H 5.10 -1.20 3.55 0.196
H 3.71 -3.90 3.68 0.198
H 5.41 -3.65 3.44 0.210
```

Output
E	-1163.86485	Ha
energy above the lowest of the compared OMol25 structures with the same formula, charge and spin	10.3	kcal per mole
maximum force	2.4	eV/Å
Kohn-Sham gap	8.47	eV
LUMO energy	0.881	eV
SMILES	CCN1CCN(/C=N/c2nc3c(s2)CCCC3)CC1